This record from OMol25 describes 8 unconnected molecules or ions with the total composition C37H38F40O11 in a non-equilibrium geometry. The level of theory is ωB97M-V with the def2-TZVPD basis set.

```
! wB97M-V def2-TZVPD RIJCOSX def2/J DEFGRID3
* xyz 0 1
F -9.2196 8.7396 -5.3140
C -7.9795 9.0789 -4.9761
F -8.2300 10.0656 -4.0142
C -7.1536 7.9073 -4.5058
F -5.8463 8.3539 -4.2296
F -7.1335 7.0035 -5.5247
C -7.8216 7.2333 -3.2863
O -7.1326 6.0319 -2.9194
C -6.8784 5.8322 -1.5135
F -8.0264 5.7714 -0.8788
F -6.4154 4.5792 -1.4718
C -5.8656 6.7324 -0.9195
F -6.2214 7.9918 -0.7976
F -5.4958 6.3390 0.2954
H -7.5837 9.6264 -5.8315
H -8.8958 7.1030 -3.4174
H -7.9791 7.8640 -2.4113
H -5.0178 6.7042 -1.6040
F -12.8147 5.6163 -7.3042
C -13.1952 5.8894 -8.5634
F -12.0713 5.9792 -9.2837
C -14.2198 4.8147 -9.0862
F -15.1710 4.7012 -8.1119
F -13.5216 3.6815 -9.1982
C -15.0373 5.0598 -10.4356
O -15.9730 6.1544 -10.1845
C -16.3789 6.9444 -11.2613
F -15.2409 7.4439 -11.7250
F -16.9366 6.1301 -12.1069
C -17.4698 8.0838 -10.8910
F -18.0872 8.6125 -11.9275
F -18.2948 7.6628 -9.9559
H -13.7301 6.8374 -8.5053
H -15.5867 4.1580 -10.7055
H -14.3026 5.2353 -11.2215
H -17.0007 8.9160 -10.3662
F -6.0624 -7.7658 -4.8813
C -5.8052 -6.8757 -5.8899
F -4.5248 -6.6820 -5.9706
C -6.4657 -7.4976 -7.1593
F -7.7083 -7.7167 -6.9421
F -6.0465 -8.6811 -7.4280
C -6.4013 -6.6500 -8.4341
O -7.2069 -7.1521 -9.4700
C -8.0872 -6.1561 -10.0691
F -8.8980 -5.5930 -9.1750
F -7.3725 -5.2322 -10.7323
C -9.0660 -6.9516 -11.0437
F -9.7216 -8.0280 -10.5000
F -9.9268 -6.0875 -11.5630
H -6.2471 -5.9000 -5.6878
H -5.3749 -6.7107 -8.7958
H -6.5779 -5.6097 -8.1609
H -8.5976 -7.3047 -11.9624
F -6.0391 0.7467 -16.6144
C -5.9810 0.1563 -15.4206
F -4.6894 -0.0901 -15.1788
C -6.6657 0.7874 -14.1917
F -7.8981 1.1204 -14.6186
F -6.0362 1.9270 -13.9379
C -6.7813 -0.1503 -13.0092
O -5.4543 -0.4586 -12.5116
C -5.1972 -0.2177 -11.1249
F -5.3190 1.1113 -10.9580
F -6.1518 -0.8788 -10.4390
C -3.8288 -0.8012 -10.7018
F -2.7326 -0.1283 -11.0962
F -3.6560 -0.8910 -9.3336
H -6.4088 -0.8224 -15.6380
H -7.3065 -1.0642 -13.2869
H -7.4710 0.3010 -12.2959
H -3.7685 -1.8297 -11.0576
F -13.9657 -0.1190 -3.1201
C -15.1657 0.5814 -3.2044
F -15.8686 0.0837 -4.2579
C -15.9586 0.6261 -1.8676
F -16.3531 -0.5839 -1.4560
F -16.9919 1.4234 -1.8823
C -14.9314 1.2516 -0.8129
O -14.4810 2.6085 -1.0342
C -13.2157 2.9304 -0.5152
F -12.3767 1.9727 -0.9254
F -12.8934 4.0991 -1.0733
C -13.1791 3.0748 0.9761
F -13.5263 2.0618 1.6756
F -12.0127 3.3943 1.4455
H -14.9266 1.5931 -3.5319
H -14.1255 0.5221 -0.7327
H -15.5235 1.1546 0.0971
H -13.8826 3.8656 1.2365
O 0.3256 4.3751 -3.0658
C -0.1821 3.2917 -3.0083
C 0.4501 1.9686 -2.7479
C -0.6633 1.0503 -3.0303
C -1.8511 1.8645 -2.5780
O -1.5136 3.1573 -3.0633
H 1.2869 1.8334 -3.4332
H 0.7221 1.9049 -1.6943
H -0.7809 0.8441 -4.0942
H -0.5321 0.1175 -2.4819
H -2.8545 1.5215 -2.8300
H -1.8812 1.8740 -1.4885
O -13.3163 -4.1331 -0.3109
C -12.3208 -4.7931 -0.5485
C -12.1086 -5.8740 -1.6189
C -10.5825 -5.8749 -1.5467
C -10.2444 -5.5464 -0.0593
O -11.2988 -4.7121 0.2470
H -12.5346 -6.8186 -1.2807
H -12.5410 -5.5861 -2.5771
H -10.2024 -6.8338 -1.8989
H -10.2499 -5.1271 -2.2667
H -10.2630 -6.5079 0.4537
H -9.3462 -4.9511 0.1055
O -7.2901 -1.5088 -4.1220
C -8.1747 -0.8992 -4.6590
C -8.2042 0.5783 -4.8257
C -9.3758 0.8294 -5.7240
C -9.8440 -0.5301 -6.2421
O -9.2267 -1.4924 -5.3940
H -8.3044 1.0926 -3.8699
H -7.2554 0.7946 -5.3166
H -10.2668 1.2569 -5.2641
H -9.1661 1.4943 -6.5619
H -10.9331 -0.4845 -6.2366
H -9.6362 -0.6563 -7.3047
*
```

Output
**E**: -6254.84064 hartree
**HOMO energy**: -0.365 hartree
**SMILES**: FC(F)C(F)(F)COC(F)(F)C(F)F.FC(F)C(F)(F)COC(F)(F)C(F)F.FC(F)C(F)(F)COC(F)(F)C(F)F.FC(F)C(F)(F)COC(F)(F)C(F)F.FC(F)C(F)(F)COC(F)(F)C(F)F.O=C1CCCO1.O=C1CCCO1.O=C1CCCO1
**Relative energy (zero: lowest compared OMol25 entry of this formula, charge and spin)**: 432.3 kJ/mol
**Kohn-Sham gap**: 9.80 eV
**E_LUMO**: -0.1 eV


This record from OMol25 describes a gas-phase ion, O4S (charge -2) in a non-equilibrium geometry. The level of theory is ωB97M-V with the def2-TZVPD basis set.

```
! wB97M-V def2-TZVPD RIJCOSX def2/J DEFGRID3
* xyz -2 1
O -0.8111 -0.9650 -0.7863
S 0.0113 0.0012 0.0177
O 0.8651 1.0098 -0.8547
O 0.8979 -0.9027 0.8230
O -0.9778 0.8568 0.7857
*
```

Output
**E**: -699.10746 hartree
**HOMO energy**: 0.039 hartree
**SMILES**: O=S(=O)([O-])[O-]
**Relative energy (zero: lowest compared OMol25 entry of this formula, charge and spin)**: 19.2 kJ/mol
**Kohn-Sham gap**: 6.51 eV
**E_LUMO**: 7.6 eV


This record from OMol25 describes a molecular structure, H3NO5SSi in a non-equilibrium geometry. The level of theory is ωB97M-V with the def2-TZVPD basis set.

```
! wB97M-V def2-TZVPD RIJCOSX def2/J DEFGRID3
* xyz 0 1
N -0.5675 0.0818 0.5391
O 4.5043 0.7045 0.7779
O 3.7776 0.2361 -1.4424
O 1.6127 -1.6342 0.1218
O 3.2307 -1.3293 0.4147
O 2.1273 0.8352 0.3915
Si 0.9455 -0.1429 -0.2619
S 3.4683 0.2115 -0.0084
H -0.7937 0.4927 1.4507
H -1.2326 0.3626 -0.1362
H 0.7304 0.1260 -1.6836
*
```

Output
**E**: -1120.40771 hartree
**HOMO energy**: -0.422 hartree
**Relative energy (zero: lowest compared OMol25 entry of this formula, charge and spin)**: 23.1 kJ/mol
**Kohn-Sham gap**: 9.34 eV
**E_LUMO**: -2.1 eV


This record from OMol25 describes a gas-phase ion, C2H2F2P (charge +1) in a non-equilibrium geometry. The level of theory is ωB97M-V with the def2-TZVPD basis set.

```
! wB97M-V def2-TZVPD RIJCOSX def2/J DEFGRID3
* xyz 1 1
C 0.2621 -0.6585 -0.2328
C -0.3055 0.4245 0.0827
F 0.3867 -1.7504 2.1294
F 1.9361 -2.7684 0.7139
P 0.3699 -2.5399 0.7957
H 0.6347 -0.8515 -1.1406
H -0.7508 1.2442 0.7022
*
```

Output
**E**: -618.13221 hartree
**HOMO energy**: -0.625 hartree
**Relative energy (zero: lowest compared OMol25 entry of this formula, charge and spin)**: 92.5 kJ/mol
**Kohn-Sham gap**: 9.30 eV
**E_LUMO**: -7.7 eV


This record from OMol25 describes 3 unconnected molecules or ions with the total composition C3H8NOS in a non-equilibrium geometry. The level of theory is ωB97M-V with the def2-TZVPD basis set.

```
! wB97M-V def2-TZVPD RIJCOSX def2/J DEFGRID3
* xyz -1 1
C -1.3276 -0.1988 -1.3240
C -0.1327 -0.2659 1.3318
C 0.8030 0.5933 0.9325
N -1.9474 -0.6337 -0.0462
O -3.1337 -0.2213 0.0356
S 4.1144 0.7778 -0.8544
H -2.0458 -0.0707 -2.1748
H -0.8968 0.7384 -1.1578
H -0.6028 -0.9500 -1.5981
H -0.9957 -0.0856 1.9818
H -0.0063 -1.2502 1.1212
H 1.7571 0.1728 0.6461
H 0.7925 1.6382 1.1643
H 3.6218 -0.2444 -0.0581
*
```

Output
**E**: -647.15765 hartree
**HOMO energy**: -0.096 hartree
**Relative energy (zero: lowest compared OMol25 entry of this formula, charge and spin)**: 477.6 kJ/mol
**Kohn-Sham gap**: 4.70 eV
**E_LUMO**: 2.1 eV


This record from OMol25 describes 4 unconnected molecules or ions with the total composition H8O3S2 in a non-equilibrium geometry. The level of theory is ωB97M-V with the def2-TZVPD basis set.

```
! wB97M-V def2-TZVPD RIJCOSX def2/J DEFGRID3
* xyz 0 1
S -3.0916 2.6649 3.9547
S -3.8224 0.8785 3.1908
H -2.9140 2.4952 5.2600
H -2.9913 -0.0959 3.2561
O -2.3836 -3.1985 -3.1690
H -2.7257 -2.2812 -3.0532
H -1.6282 -3.1311 -2.6210
O 2.9094 1.4003 -2.3306
H 2.0726 1.8184 -2.5195
H 3.0104 0.7773 -2.9674
O 3.8353 -0.8250 0.2819
H 3.5455 -0.1470 -0.4195
H 4.1835 -0.3559 1.1367
*
```

Output
**E**: -1026.83970 hartree
**HOMO energy**: -0.344 hartree
**SMILES**: SS.O.O.O
**Relative energy (zero: lowest compared OMol25 entry of this formula, charge and spin)**: 121.6 kJ/mol
**Kohn-Sham gap**: 9.43 eV
**E_LUMO**: 0.1 eV


This record from OMol25 describes 2 unconnected molecules or ions with the total composition C4H12NO in a non-equilibrium geometry. The level of theory is ωB97M-V with the def2-TZVPD basis set.

```
! wB97M-V def2-TZVPD RIJCOSX def2/J DEFGRID3
* xyz 2 2
C -0.3698 2.3610 -0.9077
C 0.0003 0.8637 -1.1699
C 0.5435 0.3017 0.2290
C 1.6285 -2.0327 0.1745
N 0.7115 -1.1155 0.2987
H -1.4499 2.3908 -0.8093
H 0.0442 2.8818 -1.7820
H 0.2220 2.7629 -0.0857
H 0.7553 0.6980 -1.9327
H -0.8642 0.2502 -1.4735
H -0.1824 0.6012 0.9968
H 1.5762 0.6822 0.3252
H 2.6249 -1.8831 0.6194
H 1.5157 -2.9400 -0.4269
H -0.1217 -1.6654 0.6902
H -2.0232 -1.2341 2.4909
H -2.7343 -1.6285 1.2246
O -1.8768 -1.2942 1.5385
*
```

Output
**<S²>**: 0.76
**E**: -288.71670 hartree
**HOMO energy (spin up / spin down)**: -0.737 / -0.737 hartree
**Relative energy (zero: lowest compared OMol25 entry of this formula, charge and spin)**: 373.6 kJ/mol
**Kohn-Sham gap (spin up / spin down)**: 8.27 / 5.09 eV
**E_LUMO (spin up / spin down)**: -11.8 / -15.0 eV